The following is a quantum chemistry calculation of C22H15BrCoF4O5P as an isolated structure, from the Open Molecules 2025 dataset.

Cartesian coordinates (Å):
Co  -0.227  0.079  0.361
O  -0.658  -0.551  -3.672
C  -0.199  -0.559  -2.471
O  -0.890  -0.579  -1.456
C  1.315  -0.558  -2.377
O  1.707  -0.418  -1.015
C  2.684  0.536  -0.731
C  2.006  1.879  -0.107
O  2.704  2.839  -0.020
O  0.812  1.662  0.224
H  -1.631  -0.555  -3.758
H  1.732  0.228  -3.016
H  1.665  -1.534  -2.745
H  3.283  0.839  -1.591
H  3.328  0.161  0.072
F  -4.472  1.125  5.907
C  -3.464  0.747  5.157
C  -2.333  0.158  5.733
F  -2.264  -0.027  7.035
C  -1.275  -0.231  4.913
F  -0.184  -0.780  5.442
C  -1.304  -0.055  3.530
P  0.119  -0.643  2.523
C  0.211  -2.437  2.768
C  -0.438  -3.217  1.805
C  -0.403  -4.597  1.897
C  0.277  -5.203  2.945
C  0.915  -4.427  3.903
C  0.893  -3.044  3.824
C  1.570  0.179  3.204
C  1.499  1.513  3.624
C  2.643  2.142  4.077
C  3.856  1.463  4.091
C  3.930  0.143  3.657
C  2.798  -0.491  3.181
C  -2.435  0.540  2.973
Br  -2.555  0.864  1.092
C  -3.506  0.937  3.770
F  -4.559  1.496  3.209
H  -0.951  -2.730  0.978
H  -0.894  -5.200  1.148
H  0.315  -6.279  3.013
H  1.432  -4.898  4.725
H  1.379  -2.450  4.584
H  0.558  2.046  3.601
H  2.593  3.167  4.411
H  4.750  1.965  4.431
H  4.870  -0.386  3.681
H  2.854  -1.506  2.812

Computed properties:
Expectation value of S²: 6.02
Frontier orbital gap (spin up / spin down): 9.102 / 4.012 eV
M: 605.2 g mol⁻¹
Largest force on an atom: 2.56 eV/Å
Spin multiplicity: 5
Net charge: +2
Highest occupied orbital energy (spin up / spin down): -14.78 / -14.93 eV

=====

The following is a quantum chemistry calculation of a 4-piece molecular cluster, C19H46BrNO18P5S overall, from the Open Molecules 2025 dataset.

Cartesian coordinates (Å):
C  0.963  0.162  -4.337
O  0.355  -0.813  -3.512
C  -0.845  -0.380  -2.949
C  -0.700  -0.177  -1.441
C  -0.033  -1.207  -0.624
N  -0.844  -1.652  0.276
C  -0.370  -2.736  1.172
O  -0.891  -2.589  2.433
C  -0.013  -2.927  3.480
C  1.120  -2.009  3.807
O  -0.209  -3.934  4.089
C  -2.149  -1.022  0.200
P  -3.091  -2.175  -1.074
O  -3.409  -3.572  -0.293
Br  -5.073  -1.238  -1.499
P  -3.180  -0.792  1.740
O  -3.812  -2.178  2.199
O  -4.458  0.101  1.350
S  -2.265  0.037  3.203
C  -1.923  0.308  -0.589
C  -1.318  1.409  0.293
H  1.999  -0.116  -4.458
H  0.516  0.206  -5.329
H  0.936  1.163  -3.903
H  -1.689  -1.010  -3.220
H  -1.077  0.601  -3.368
H  0.013  0.656  -1.395
H  0.970  -1.587  -0.727
H  -0.562  -3.734  0.772
H  0.717  -2.644  1.215
H  1.133  -1.094  3.228
H  1.132  -1.797  4.867
H  2.045  -2.538  3.587
H  -2.772  -3.659  0.428
H  -4.734  -2.203  1.899
H  -4.310  0.579  0.524
H  -2.732  0.593  -1.250
H  -0.858  2.199  -0.290
H  -0.598  0.955  0.965
H  -2.082  1.849  0.926
C  3.205  1.342  -1.773
O  2.888  0.302  -0.843
P  3.441  0.290  0.706
O  3.910  1.675  0.951
O  4.598  -0.781  0.358
C  5.641  -0.455  -0.561
O  3.280  -0.340  2.213
C  4.454  -0.389  3.031
H  2.275  1.683  -2.234
H  3.706  2.202  -1.339
H  3.828  0.928  -2.569
H  5.920  0.596  -0.484
H  5.339  -0.698  -1.580
H  6.502  -1.067  -0.304
H  4.992  0.556  3.008
H  5.104  -1.204  2.720
H  4.116  -0.579  4.048
C  5.654  2.044  -8.074
O  4.735  1.986  -6.985
P  4.703  0.797  -5.838
O  6.072  0.227  -6.092
O  3.507  -0.023  -6.553
C  3.624  -0.448  -7.907
O  4.501  -0.154  -4.424
C  4.612  -1.561  -4.604
H  6.102  3.036  -8.102
H  6.442  1.302  -8.025
H  5.078  1.907  -8.991
H  4.651  -0.725  -8.146
H  3.269  0.331  -8.581
H  2.986  -1.321  -8.026
H  5.482  -1.816  -5.205
H  3.711  -1.970  -5.056
H  4.730  -1.995  -3.610
C  -5.820  1.631  3.760
O  -6.990  1.848  4.531
P  -6.980  2.638  5.968
O  -5.681  3.360  5.969
O  -7.022  1.270  6.829
C  -5.959  0.334  6.756
O  -7.856  3.429  7.091
C  -7.336  3.451  8.418
H  -6.018  1.957  2.737
H  -4.938  2.149  4.125
H  -5.614  0.560  3.733
H  -4.996  0.833  6.637
H  -6.131  -0.371  5.941
H  -5.951  -0.223  7.691
H  -6.278  3.705  8.427
H  -7.500  2.494  8.911
H  -7.889  4.220  8.954

Computed properties:
Frontier orbital gap: 6.990 eV
M: 843.4 g mol⁻¹
Largest force on an atom: 8.38 eV/Å
Net charge: +1
Highest occupied orbital energy: -11.55 eV

=====

The following is a quantum chemistry calculation of C21H38ClInN5O3 as an isolated structure, from the Open Molecules 2025 dataset.

Cartesian coordinates (Å):
In  -0.319  0.754  -1.210
N  1.485  2.156  -0.788
C  1.629  3.367  -1.627
C  0.541  4.393  -1.345
C  -0.861  3.996  -1.781
N  -1.392  2.883  -0.971
H  1.467  2.410  0.197
H  2.280  1.539  -0.917
H  1.581  3.053  -2.673
H  2.608  3.824  -1.469
H  0.810  5.313  -1.866
H  0.543  4.644  -0.278
H  -0.853  3.667  -2.823
H  -1.517  4.867  -1.726
H  -2.326  2.635  -1.290
H  -1.495  3.168  -0.001
C  -3.171  -1.023  6.486
C  -2.706  -0.711  5.092
C  -3.255  0.349  4.380
C  -2.838  0.665  3.095
C  -3.487  1.827  2.389
C  -1.810  -0.096  2.518
C  -1.231  -1.163  3.217
C  -0.136  -2.018  2.636
C  -1.704  -1.459  4.490
C  -1.359  0.220  1.138
O  -2.181  0.455  0.222
O  -0.101  0.260  0.864
H  -4.226  -0.784  6.613
H  -2.610  -0.434  7.215
H  -3.023  -2.074  6.727
H  -4.039  0.943  4.835
H  -4.128  2.372  3.080
H  -4.085  1.495  1.542
H  -2.742  2.527  2.004
H  -0.324  -2.273  1.593
H  -0.040  -2.940  3.207
H  0.820  -1.493  2.669
H  -1.274  -2.298  5.024
C  4.573  -1.992  -0.719
N  3.153  -1.809  -0.986
C  2.264  -2.040  0.144
C  2.681  -1.077  -2.023
O  1.598  -0.461  -1.940
N  3.414  -1.023  -3.169
C  2.973  -0.094  -4.199
C  4.152  -2.179  -3.669
H  4.793  -1.620  0.284
H  5.172  -1.428  -1.429
H  4.862  -3.043  -0.764
H  2.566  -2.962  0.640
H  1.241  -2.138  -0.204
H  2.308  -1.220  0.867
H  2.687  0.855  -3.753
H  2.121  -0.487  -4.761
H  3.801  0.078  -4.884
H  4.051  -3.021  -2.991
H  5.211  -1.952  -3.803
H  3.737  -2.475  -4.634
C  -3.312  -3.135  -0.587
C  -2.064  -2.462  -0.911
N  -1.094  -1.900  -1.156
H  -3.266  -3.524  0.428
H  -3.486  -3.954  -1.282
H  -4.128  -2.417  -0.659
Cl  -2.540  1.230  -3.564
C  -0.891  0.584  -3.273
H  -0.213  1.116  -3.936
H  -0.894  -0.468  -3.537

Computed properties:
ΔE to the lowest compared entry with this formula, charge and spin: 0.0000 eV
Frontier orbital gap: 9.034 eV
M: 558.8 g mol⁻¹
Largest force on an atom: 0.20 eV/Å
Net charge: +1
Highest occupied orbital energy: -11.10 eV

=====

Calculated total energy for every record listed, in sequence, given in eV: -161105.8229; -186108.2837; -53680.8010.